#w
Computed, not measured: a molecular structure, C5H10N2, with wB97M-V/def2-TZVPD.

```
17
Properties=species:S:1:pos:R:3:mulliken_charge:R:1
C 1.716 0.383 0.808 -0.4904
C 2.725 -0.018 -0.262 -1.0130
C -1.685 -0.063 -0.288 0.5069
N -2.704 0.105 0.649 -0.5198
N -2.153 -0.118 -1.592 -0.5269
C 0.506 -0.414 0.986 -0.2502
C -0.363 -0.001 0.038 -0.4489
H -2.398 0.047 1.608 0.2342
H -3.539 -0.434 0.465 0.2503
H -2.883 0.546 -1.820 0.2306
H -1.425 -0.144 -2.289 0.2369
H 0.348 -1.190 1.740 0.3855
H 2.224 0.708 1.723 0.3424
H 0.659 0.956 -0.152 0.2179
H 3.370 -0.840 0.076 0.2658
H 3.377 0.822 -0.512 0.2634
H 2.225 -0.345 -1.177 0.3152
```

## Properties
* total charge: 0
* orbital gap (alpha / beta): 7.395 / 7.393 eV
* highest occupied orbital energy (alpha / beta): -6.61 / -6.61 eV


#x
Computed, not measured: 2 unconnected molecules or ions with the total composition C5H10N2, with wB97M-V/def2-TZVPD.

```
17
Properties=species:S:1:pos:R:3:mulliken_charge:R:1
H 2.073 2.125 0.944 0.2134
N 1.946 1.796 -0.008 -0.8436
C 0.806 1.273 -0.230 0.8357
N 0.507 0.803 -1.473 -0.5022
C -0.241 1.052 0.820 -0.3734
C -1.546 1.096 0.551 -0.6838
H 1.295 0.774 -2.100 0.2914
H -0.120 -0.012 -1.507 0.1823
H 0.108 1.241 1.828 0.2947
H -1.935 0.947 -0.442 0.2904
H -2.279 1.204 1.334 0.2803
C 0.049 -1.825 0.662 -0.3633
C -0.262 -2.167 -0.589 -0.7864
H 1.080 -1.759 0.974 0.2562
H -0.694 -1.818 1.445 0.2828
H -1.286 -2.335 -0.889 0.2955
H 0.499 -2.395 -1.320 0.3300
```

## Properties
* total charge: 0
* orbital gap: 9.670 eV
* SMILES: [H]/N=C(/N)C=C.C=C
* highest occupied orbital energy: -8.97 eV


#x ends up most stable, edging out the next structure by 0.0981 hartree.


#w
Computed, not measured: a single C5H10N2 molecule, with wB97M-V/def2-TZVPD.

```
17
Properties=species:S:1:pos:R:3:mulliken_charge:R:1
C -1.201 1.235 -0.572 -1.0290
C 0.229 0.769 -0.685 -0.4833
C 1.014 0.418 0.451 0.5158
N 1.953 1.239 1.049 -0.5010
C 0.637 -0.847 0.865 -0.9275
C -0.052 -1.419 -0.241 -0.1396
N -1.190 -2.171 -0.082 -0.4615
H -1.791 0.926 -1.443 0.2947
H -1.677 0.817 0.317 0.2745
H -1.270 2.328 -0.517 0.3091
H 0.742 1.127 -1.584 0.3919
H 2.106 2.133 0.609 0.2421
H 2.784 0.799 1.414 0.2211
H 0.698 -1.281 1.858 0.3977
H 0.467 -1.619 -1.170 0.4052
H -1.613 -2.579 -0.901 0.2408
H -1.838 -1.874 0.632 0.2493
```

## Properties
* total charge: 0
* orbital gap: 8.112 eV
* SMILES: C/C=C(N)\C=C\N
* highest occupied orbital energy: -6.97 eV


#x
Computed, not measured: a single C5H10N2 molecule, with wB97M-V/def2-TZVPD.

```
17
Properties=species:S:1:pos:R:3:mulliken_charge:R:1
C 1.959 -1.526 0.650 -1.1011
C 1.365 -0.158 0.749 -0.0716
N 0.953 0.501 -0.296 -0.0323
C 0.000 1.508 0.191 -0.9134
C -1.424 1.022 0.072 0.1768
C -1.964 0.223 -1.060 -0.3998
N -1.786 -0.380 0.267 -0.6587
H 2.923 -1.564 1.165 0.3398
H 2.071 -1.905 -0.374 0.3186
H 1.292 -2.203 1.199 0.2842
H 0.681 0.779 1.406 0.5881
H 1.139 0.235 -1.262 0.2192
H 0.132 2.476 -0.306 0.2134
H -2.118 1.697 0.572 0.3530
H -2.998 0.316 -1.386 0.2571
H -1.271 -0.054 -1.857 0.1425
H -0.954 -0.967 0.269 0.2842
```

## Properties
* total charge: 0
* orbital gap: 7.901 eV
* highest occupied orbital energy: -7.15 eV


#w ends up most stable, edging out the next structure by 0.1074 hartree.


#w
Computed, not measured: a molecular structure, C16H48F2InNO12S2, with wB97M-V/def2-TZVPD.

```
82
Properties=species:S:1:pos:R:3:mulliken_charge:R:1
In 2.202 -1.218 -7.037 0.9997
N 0.174 1.221 -2.265 -0.1281
S 0.837 1.778 -1.030 1.1023
O 1.095 0.853 0.091 -0.4449
O 0.688 3.183 -0.782 -0.4121
F 2.290 1.715 -1.639 -0.2661
S -1.412 1.242 -1.518 1.0934
O -1.913 2.598 -1.329 -0.4611
O -1.770 0.227 -0.578 -0.4542
F -2.094 0.768 -2.878 -0.2294
C 1.860 6.794 5.209 -1.0282
C 0.674 7.315 4.401 -0.1228
O 0.111 8.530 4.940 -0.4331
H 1.654 6.752 6.278 0.3540
H 2.757 7.409 5.140 0.3084
H 2.037 5.774 4.867 0.2859
H -0.104 6.556 4.313 0.2561
H 0.994 7.541 3.384 0.2615
H 0.169 8.504 5.898 0.3272
C 9.989 -2.191 -3.191 -1.1526
C 8.618 -1.471 -3.267 -0.1541
O 8.068 -1.289 -4.539 -0.4709
H 9.769 -3.222 -3.468 0.3277
H 10.481 -2.256 -2.220 0.3312
H 10.735 -1.832 -3.900 0.3676
H 8.753 -0.455 -2.897 0.2374
H 7.861 -1.923 -2.626 0.2515
H 8.830 -1.549 -5.062 0.3106
C 6.889 -1.251 4.461 -0.8545
C 6.317 -0.281 5.503 -0.2490
O 7.227 -0.162 6.587 -0.4523
H 6.097 -1.327 3.716 0.2934
H 7.071 -2.248 4.862 0.2790
H 7.716 -0.753 3.954 0.2809
H 5.385 -0.623 5.953 0.2917
H 6.050 0.679 5.061 0.2509
H 6.858 -0.536 7.391 0.3330
C -2.820 -6.780 3.330 -1.1121
C -4.191 -6.881 2.829 -0.0918
O -4.462 -5.634 2.321 -0.4497
H -2.276 -6.550 2.413 0.2989
H -2.408 -7.716 3.705 0.3187
H -2.491 -6.041 4.061 0.3823
H -4.870 -7.023 3.669 0.2375
H -4.320 -7.602 2.021 0.2591
H -4.222 -5.046 3.041 0.3193
C -0.692 9.935 -5.202 -0.9035
C -0.575 8.399 -4.940 -0.2408
O 0.747 8.141 -4.450 -0.4217
H -1.716 10.301 -5.125 0.3285
H -0.146 10.156 -6.119 0.2744
H -0.171 10.512 -4.439 0.2864
H -0.747 7.999 -5.939 0.1971
H -1.234 7.968 -4.185 0.3512
H 0.539 7.867 -3.553 0.3357
C 2.921 -6.553 -0.509 -0.9610
C 1.831 -6.521 -1.557 -0.2637
O 1.407 -5.190 -1.796 -0.5203
H 2.617 -6.672 0.532 0.3191
H 3.400 -5.574 -0.503 0.3108
H 3.791 -7.104 -0.866 0.3156
H 1.029 -7.227 -1.342 0.2423
H 2.152 -6.862 -2.542 0.2636
H 0.974 -4.874 -1.000 0.2969
C -7.997 1.755 2.685 -1.2129
C -8.068 2.993 3.518 -0.0348
O -8.107 2.539 4.851 -0.4524
H -7.123 1.190 3.010 0.3425
H -7.761 2.033 1.657 0.3449
H -8.903 1.152 2.750 0.3562
H -8.927 3.617 3.274 0.2392
H -7.202 3.564 3.184 0.2537
H -8.471 1.659 4.972 0.3317
C -7.483 -4.541 -5.995 -1.0506
C -7.207 -4.471 -4.573 -0.1322
O -6.055 -5.091 -4.254 -0.4482
H -7.929 -5.469 -6.352 0.2941
H -6.527 -4.389 -6.497 0.2936
H -8.238 -3.813 -6.292 0.3354
H -8.116 -4.619 -3.990 0.3412
H -6.964 -3.451 -4.275 0.2545
H -5.951 -4.938 -3.312 0.3414
```

## Properties
* total charge: +2
* orbital gap: 1.163 eV
* highest occupied orbital energy: -13.13 eV


#x
Computed, not measured: a molecular structure, C16H48F2InNO12S2, with wB97M-V/def2-TZVPD.

```
82
Properties=species:S:1:pos:R:3:mulliken_charge:R:1
In -2.332 -2.678 -0.561 0.9834
N -0.372 -0.641 0.022 0.1360
S 1.166 -0.505 0.195 0.6484
O 1.654 -0.214 1.547 -0.5441
O 1.928 -0.094 -0.943 -0.7452
F 1.434 -2.074 0.042 -0.2406
S -0.570 1.106 0.361 0.7616
O 0.150 1.941 -0.590 -0.5140
O -0.689 1.648 1.707 -0.8217
F -2.092 1.267 -0.123 -0.0501
C -2.593 -0.286 5.812 -1.1971
C -1.689 0.424 4.797 -0.2037
O -2.196 0.074 3.541 -0.3102
H -3.402 0.418 6.008 0.3067
H -2.204 -0.434 6.819 0.3997
H -2.959 -1.243 5.441 0.2978
H -0.696 0.023 5.005 0.2790
H -1.616 1.505 4.911 0.4085
H -1.749 0.706 2.973 0.2126
C 4.248 -3.593 -1.120 -0.4977
C 5.370 -4.307 -0.536 -0.2807
O 5.033 -5.384 0.335 -0.4034
H 3.732 -4.054 -1.963 0.3763
H 4.656 -2.630 -1.427 0.3123
H 3.548 -3.379 -0.313 -0.0885
H 6.024 -3.718 0.106 0.3437
H 5.876 -4.937 -1.268 0.2392
H 5.724 -5.510 0.989 0.3356
C 1.634 -5.411 1.484 -0.8756
C 0.894 -5.220 0.191 0.1938
O -0.434 -4.868 0.365 -0.4467
H 1.557 -4.428 1.950 0.2138
H 2.711 -5.514 1.351 0.1879
H 1.283 -6.161 2.192 0.3721
H 0.896 -6.112 -0.436 0.3810
H 1.447 -4.462 -0.362 -0.2352
H -0.912 -5.697 0.438 0.2948
C -2.138 0.533 -3.235 -0.1025
C -3.293 -0.405 -3.255 -0.7615
O -3.848 -0.530 -1.953 -0.4120
H -2.458 1.543 -2.980 0.0729
H -1.618 0.627 -4.187 0.4769
H -1.358 0.268 -2.521 -0.1981
H -2.910 -1.346 -3.650 0.2748
H -4.128 -0.035 -3.849 0.4207
H -4.507 0.164 -1.875 0.2120
C 4.212 1.267 0.847 -0.5533
C 5.128 2.501 0.435 -0.2588
O 4.970 3.484 1.419 -0.4053
H 4.528 0.435 0.218 0.2745
H 3.190 1.619 0.713 0.0033
H 4.252 0.924 1.881 0.4048
H 4.922 2.844 -0.579 0.2743
H 6.156 2.140 0.475 0.3287
H 5.267 4.371 1.204 0.3489
C -4.922 1.216 1.519 -0.5592
C -5.174 -0.263 1.309 -0.2800
O -3.813 -0.855 1.421 -0.2297
H -5.792 1.861 1.395 0.4345
H -4.128 1.625 0.894 -0.1886
H -4.535 1.245 2.538 0.2570
H -5.568 -0.542 0.331 0.2643
H -5.925 -0.677 1.982 0.3118
H -3.371 -0.622 2.241 0.3081
C -2.264 4.445 -1.078 -0.6847
C -3.808 4.376 -0.872 0.2048
O -4.404 4.051 -2.083 -0.4622
H -1.712 4.210 -0.168 0.2304
H -1.951 5.378 -1.546 0.4613
H -1.973 3.663 -1.779 0.0023
H -4.102 5.287 -0.350 0.3612
H -3.920 3.540 -0.182 -0.2560
H -4.502 4.839 -2.624 0.3565
C 2.725 3.321 -3.520 -0.9957
C 1.896 1.970 -3.634 0.4483
O 2.736 0.891 -3.317 -0.3918
H 3.619 3.198 -4.132 0.3598
H 2.928 3.520 -2.468 0.2143
H 2.081 4.098 -3.933 0.3652
H 1.460 1.889 -4.630 0.2978
H 1.106 1.872 -2.888 -0.2046
H 2.489 0.497 -2.477 0.7449
```

## Properties
* total charge: +2
* orbital gap: 1.650 eV
* highest occupied orbital energy: -14.44 eV


#x ends up most stable, edging out the next structure by 0.1254 hartree.